Record 1
C12H22IrN3OS2 as an isolated structure. Source: OMol25; level of theory: ωB97M-V/def2-TZVPD.

XYZ file:
```
41
Properties=species:S:1:pos:R:3:mulliken_charge:R:1
Ir -0.1531 0.6754 0.2202 1.10
S 3.0050 3.1132 -2.3029 -0.51
C 1.9478 2.0854 -1.7065 0.38
N 1.2158 1.2487 -1.3141 -0.73
C 0.5638 -2.5047 -1.4781 -1.02
N 1.6720 -2.0001 -0.6992 0.24
C 2.8092 -1.5020 -1.4469 -0.46
C 4.0022 -1.3084 -0.5203 -0.70
C 3.5704 -0.4797 0.6830 -0.52
N 2.4339 -1.1178 1.3144 0.22
C 2.1540 -0.7537 2.6852 -0.85
C 1.3738 -1.4984 0.5398 0.00
O 0.2271 -1.6150 1.0118 -0.73
H 0.0783 -1.7207 -2.0688 0.32
H -0.1692 -2.9307 -0.7947 0.33
H 0.9357 -3.2874 -2.1407 0.34
H 2.5451 -0.5582 -1.9417 0.17
H 3.0452 -2.2357 -2.2231 0.40
H 4.8074 -0.8054 -1.0595 0.39
H 4.3537 -2.2862 -0.1777 0.30
H 3.3195 0.5454 0.3741 0.20
H 4.3818 -0.4245 1.4126 0.42
H 1.8662 0.2990 2.7875 0.15
H 3.0386 -0.9555 3.2897 0.34
H 1.3282 -1.3689 3.0367 0.31
C -3.2712 2.7215 0.1968 -1.40
C -3.4002 1.2011 -0.0202 2.51
C -4.5968 0.9241 -0.9450 -1.92
C -3.6317 0.5334 1.3495 -1.54
C -2.1305 0.6906 -0.6295 -1.65
H -4.1508 3.1410 0.6839 0.42
H -3.1394 3.2167 -0.7629 0.36
H -2.3937 2.9282 0.8065 0.23
H -5.5351 1.2618 -0.5049 0.42
H -4.6780 -0.1421 -1.1533 0.42
H -4.4514 1.4482 -1.8878 0.42
H -4.4230 1.0334 1.9086 0.37
H -2.7080 0.5766 1.9263 0.34
H -3.9050 -0.5128 1.2181 0.35
H -2.2801 0.2330 -1.6146 0.16
S 0.3425 2.1309 1.9475 -0.58
```

As for the total charge: -1. The calculation puts the HOMO energy (alpha / beta) at -3.4 / -4.4 eV. Its expectation value of S² is 8.771. The spin multiplicity is 6. For the LUMO energy (alpha / beta), the calculation gives 0.1104 / 0.0730 Eh.

---

Record 2
C12H22IrO7PS2Sb as an isolated structure. Source: OMol25; level of theory: ωB97M-V/def2-TZVPD.

XYZ file:
```
46
Properties=species:S:1:pos:R:3:mulliken_charge:R:1
Ir 0.0684 0.8438 0.6264 1.39
O -0.5519 0.6179 2.5696 -0.61
S 0.4992 -0.4434 2.9181 1.54
O 1.0371 -0.3564 4.2158 -0.57
O 1.4609 -0.1615 1.7705 -0.57
C -0.1682 -2.0477 2.6172 0.14
C -0.0526 -2.9000 3.7020 -0.54
C -0.5232 -4.2086 3.6201 -0.69
C -1.1099 -4.6535 2.4574 -0.68
C -1.2361 -3.7996 1.3615 -0.57
C -0.7725 -2.4987 1.4189 -0.12
S -1.0749 -1.5585 -0.0666 1.13
O -1.8345 -0.3465 0.3462 -0.57
O -1.7720 -2.3847 -0.9854 -0.56
O 0.2568 -0.9875 -0.5351 -0.51
H 0.4040 -2.5425 4.6138 0.59
H -0.4254 -4.8612 4.4764 0.44
H -1.4833 -5.6654 2.3809 0.44
H -1.7074 -4.1495 0.4546 0.60
C -3.4815 2.1616 -0.4760 -1.18
P -2.0758 2.0890 -1.5692 1.25
C -2.2830 0.7558 -2.7352 -1.05
C -1.9679 3.6122 -2.4865 -1.11
O -0.7439 1.9859 -0.7420 -0.44
H -4.3702 2.4474 -1.0410 0.43
H -3.2971 2.9094 0.2963 0.36
H -3.6440 1.1881 -0.0174 0.31
H -3.1917 0.9446 -3.3106 0.44
H -2.3823 -0.2025 -2.2290 0.22
H -1.4371 0.7277 -3.4228 0.37
H -2.8648 3.7305 -3.0961 0.39
H -1.0956 3.5930 -3.1394 0.36
H -1.8876 4.4529 -1.7976 0.37
C 2.5510 1.1082 -2.7318 -1.12
Sb 2.7127 0.9501 -0.6383 0.84
C 3.9025 2.5171 0.1142 -1.11
C 3.5496 -0.9148 -0.1562 -1.09
H 3.5568 1.0253 -3.1433 0.44
H 2.1204 2.0699 -2.9981 0.37
H 1.9327 0.2902 -3.0940 0.35
H 4.8890 2.4307 -0.3405 0.40
H 3.9761 2.4161 1.1943 0.39
H 3.4490 3.4690 -0.1499 0.39
H 4.5483 -0.9520 -0.5908 0.49
H 2.9182 -1.6889 -0.5845 0.32
H 3.6016 -1.0132 0.9230 0.35
```

As for the total charge: +2. The calculation puts the HOMO energy (alpha / beta) at -16.0 / -15.8 eV. Its expectation value of S² is 0.895. The energy above the lowest of the compared OMol25 structures with the same formula, charge and spin is 1.1767 eV. The spin multiplicity is 2. For the LUMO energy (alpha / beta), the calculation gives -0.3398 / -0.3130 Eh.

---

Record 3
C12H22N2O4W as an isolated structure. Source: OMol25; level of theory: ωB97M-V/def2-TZVPD.

XYZ file:
```
41
Properties=species:S:1:pos:R:3:mulliken_charge:R:1
W 0.0320 -0.0738 0.1871 1.74
C 2.5966 0.2042 -1.4152 -0.47
C 1.7010 1.3542 -1.8352 -0.44
O 0.7556 1.5689 -0.7026 -0.48
C 0.6153 2.8449 0.0446 -0.46
C 0.9497 2.5179 1.4855 -0.42
O 0.4245 1.1281 1.7401 -0.40
C 0.9006 0.5501 3.0433 -0.41
C 0.5519 -0.9253 3.0080 -0.44
O 0.7070 -1.3342 1.5831 -0.43
C 1.6037 -2.4238 1.1053 -0.48
C 2.5559 -1.7640 0.1348 -0.40
O 1.7435 -0.7494 -0.6240 -0.49
H 3.4057 0.5185 -0.7558 0.37
H 2.9964 -0.3365 -2.2735 0.47
H 1.0800 1.1313 -2.7008 0.32
H 2.2731 2.2644 -2.0136 0.47
H -0.4155 3.1633 -0.0997 0.32
H 1.2961 3.5931 -0.3613 0.47
H 0.4639 3.1969 2.1864 0.46
H 2.0225 2.4766 1.6744 0.37
H 0.3901 1.0748 3.8510 0.46
H 1.9744 0.7321 3.0898 0.37
H -0.4841 -1.1357 3.2676 0.32
H 1.2193 -1.5177 3.6331 0.45
H 0.9452 -3.1537 0.6370 0.32
H 2.1186 -2.8729 1.9540 0.45
H 2.9737 -2.4716 -0.5818 0.45
H 3.3543 -1.2131 0.6324 0.37
C -5.0631 -0.4042 -1.8780 -0.74
N -3.6097 -0.5973 -1.5800 0.11
C -2.6670 -1.0725 -2.4922 -0.48
C -1.4733 -1.1115 -1.8726 -0.39
N -1.6827 -0.6725 -0.5253 -0.05
C -3.0231 -0.3598 -0.4390 0.11
H -5.3441 -1.1359 -2.6309 0.34
H -5.2019 0.6070 -2.2559 0.35
H -5.6260 -0.5703 -0.9636 0.36
H -2.9430 -1.3908 -3.4878 0.47
H -0.6033 -1.6708 -2.2106 0.58
H -3.5138 0.0312 0.4421 0.49
```

As for the total charge: +4. The calculation puts the HOMO energy at -23.5 eV. The energy above the lowest of the compared OMol25 structures with the same formula, charge and spin is 0.0000 eV. For the LUMO energy, the calculation gives -0.5595 Eh.

---

Record 4
A 2-piece molecular cluster, C12H22N2O5 overall. Source: OMol25; level of theory: ωB97M-V/def2-TZVPD.

XYZ file:
```
41
Properties=species:S:1:pos:R:3:mulliken_charge:R:1
C 6.7501 -2.4541 -0.0751 -0.81
C 5.2975 -2.3996 -0.8522 -0.25
O 4.6480 -1.0575 -0.7092 -0.39
C 3.5204 -1.1981 0.2290 -0.17
C 2.6188 0.1620 0.4119 -0.37
O 1.4331 0.0538 -0.4543 -0.32
C 0.3693 -0.7669 0.1779 -0.46
C -1.0619 -0.4348 -0.6052 -0.32
O -2.0067 0.0923 0.3920 -0.39
C -3.3792 -0.3947 0.1770 -0.54
N -3.5931 -1.8612 0.4960 -0.24
C -4.9777 -2.2619 -0.0274 0.48
O -6.0339 -1.4474 -0.0957 -0.50
O -5.2119 -3.6722 -0.4759 -0.45
H 6.7329 -1.6081 0.7547 0.25
H 6.8094 -3.5287 0.4302 0.24
H 7.6787 -2.3862 -0.7951 0.26
H 4.6331 -3.2612 -0.3726 0.23
H 5.4244 -2.7083 -1.9915 0.30
H 2.8186 -2.0621 -0.2000 0.20
H 3.8679 -1.5630 1.2947 0.24
H 2.2860 0.2747 1.5527 0.27
H 3.2007 1.1419 0.0794 0.26
H 0.3024 -0.6393 1.3417 0.31
H 0.6499 -1.9054 -0.0424 0.17
H -1.3957 -1.4265 -1.1306 0.33
H -0.8161 0.4401 -1.3757 0.22
H -4.0649 0.2104 0.9442 0.32
H -3.8195 -0.1864 -0.8870 0.36
H -3.6206 -2.0286 1.5322 0.30
H -5.7210 -3.5646 -1.3359 0.36
C -3.0682 5.1672 0.3533 -0.51
C -1.8117 5.2166 -0.2963 -0.58
C -1.3032 3.9370 -0.3045 -0.33
N -2.2066 3.1182 0.3216 0.15
C -3.2886 3.8587 0.7212 -0.38
H -3.7403 5.9963 0.5322 0.38
H -1.3299 6.0913 -0.7138 0.38
H -0.3776 3.5404 -0.6999 0.38
H -2.0931 2.1232 0.4654 0.29
H -4.1198 3.3926 1.2331 0.34
```

The calculation puts the HOMO energy at -8.0 eV. The energy above the lowest of the compared OMol25 structures with the same formula, charge and spin is 8.5679 eV. For the LUMO energy, the calculation gives 0.0096 Eh.

---

Please write out number 4 again, unchanged.
A 2-piece molecular cluster, C12H22N2O5 overall. Source: OMol25; level of theory: ωB97M-V/def2-TZVPD.

XYZ file:
```
41
Properties=species:S:1:pos:R:3:mulliken_charge:R:1
C 6.7501 -2.4541 -0.0751 -0.81
C 5.2975 -2.3996 -0.8522 -0.25
O 4.6480 -1.0575 -0.7092 -0.39
C 3.5204 -1.1981 0.2290 -0.17
C 2.6188 0.1620 0.4119 -0.37
O 1.4331 0.0538 -0.4543 -0.32
C 0.3693 -0.7669 0.1779 -0.46
C -1.0619 -0.4348 -0.6052 -0.32
O -2.0067 0.0923 0.3920 -0.39
C -3.3792 -0.3947 0.1770 -0.54
N -3.5931 -1.8612 0.4960 -0.24
C -4.9777 -2.2619 -0.0274 0.48
O -6.0339 -1.4474 -0.0957 -0.50
O -5.2119 -3.6722 -0.4759 -0.45
H 6.7329 -1.6081 0.7547 0.25
H 6.8094 -3.5287 0.4302 0.24
H 7.6787 -2.3862 -0.7951 0.26
H 4.6331 -3.2612 -0.3726 0.23
H 5.4244 -2.7083 -1.9915 0.30
H 2.8186 -2.0621 -0.2000 0.20
H 3.8679 -1.5630 1.2947 0.24
H 2.2860 0.2747 1.5527 0.27
H 3.2007 1.1419 0.0794 0.26
H 0.3024 -0.6393 1.3417 0.31
H 0.6499 -1.9054 -0.0424 0.17
H -1.3957 -1.4265 -1.1306 0.33
H -0.8161 0.4401 -1.3757 0.22
H -4.0649 0.2104 0.9442 0.32
H -3.8195 -0.1864 -0.8870 0.36
H -3.6206 -2.0286 1.5322 0.30
H -5.7210 -3.5646 -1.3359 0.36
C -3.0682 5.1672 0.3533 -0.51
C -1.8117 5.2166 -0.2963 -0.58
C -1.3032 3.9370 -0.3045 -0.33
N -2.2066 3.1182 0.3216 0.15
C -3.2886 3.8587 0.7212 -0.38
H -3.7403 5.9963 0.5322 0.38
H -1.3299 6.0913 -0.7138 0.38
H -0.3776 3.5404 -0.6999 0.38
H -2.0931 2.1232 0.4654 0.29
H -4.1198 3.3926 1.2331 0.34
```

The calculation puts the HOMO energy at -8.0 eV. The energy above the lowest of the compared OMol25 structures with the same formula, charge and spin is 8.5679 eV. For the LUMO energy, the calculation gives 0.0096 Eh.

---

> What is the formula in the first record?

C12H22IrN3OS2